(1)
The following is a DFT calculation (the ωB97M-V functional and the def2-TZVPD basis) of one molecule with the formula C2H7N3O2 in a non-equilibrium geometry.

Each line ends with the natural charge from an NBO analysis.
Geometry (Å):
N: -0.6884 1.4038 0.2071  -0.18
O: 0.5149 2.0541 -0.0886  -0.56
H: -2.8935 1.0275 0.3238  0.49
O: -2.9323 0.1207 -0.2737  -0.56
C: -0.5493 0.1477 -0.0440  0.41
H: -1.5954 -1.2959 0.9673  0.39
H: 1.8183 0.1960 0.9435  0.23
N: -1.5739 -0.7073 0.1048  -0.38
C: 1.7562 -0.6014 0.1730  -0.44
H: 0.1479 -1.2872 -0.9787  0.40
H: 0.7673 1.4719 -0.8691  0.46
N: 0.5985 -0.3048 -0.6465  -0.66
H: 1.8418 -1.6437 0.6743  0.20
H: 2.7879 -0.5815 -0.4931  0.21

Its SMILES is CN/C(=N\O)NO. The value obtained for the largest force on an atom is 6.05 eV Å⁻¹. The LUMO energy is 0.373 eV. The highest occupied orbital energy comes out at -8.9 eV. As for the energy above the lowest of the compared OMol25 structures with the same formula, charge and spin: 7.036 eV. As for the frontier orbital gap: 9.275 eV.

---

(2)
The following is a DFT calculation (the ωB97M-V functional and the def2-TZVPD basis) of C23H26AsCeN4O7S3 as an isolated structure in a non-equilibrium geometry.

Each line ends with the natural charge from an NBO analysis.
Geometry (Å):
H: -3.4709 0.7072 2.0646  0.16
C: -3.3799 0.0061 -0.4939  0.13
C: 1.7590 2.0334 0.5182  -0.40
C: 2.8676 -2.9199 2.1484  -0.22
H: 2.2397 -1.6105 5.1987  0.25
C: -2.5971 0.1250 1.7314  -0.41
H: -2.7167 2.4721 0.7971  0.16
N: 0.7665 -2.4225 -2.5444  -0.85
O: 0.8123 -3.1076 0.5901  -0.96
C: 1.0056 3.9816 -1.3816  -0.19
O: 2.5736 -1.6180 -0.0501  -0.95
C: -0.1475 2.2130 -2.6006  -0.14
H: 1.4376 4.3360 -0.4538  0.19
C: 2.7697 -2.1529 4.4253  -0.19
H: -0.3936 1.7599 1.6652  0.24
H: 4.6024 -4.0270 1.5877  0.24
H: -6.1894 1.2272 -1.9809  0.19
C: 4.1032 -3.5035 2.3912  -0.21
C: -1.9879 1.8837 0.2147  -0.24
O: 0.2548 -0.4567 4.4186  -1.17
C: 4.6673 -3.4148 3.6568  -0.22
H: -0.9063 -2.8967 2.0973  0.53
H: 4.4570 -2.6643 5.6510  0.20
S: -2.2690 -2.5729 -0.4165  -0.28
C: 1.0309 4.8110 -2.4937  -0.30
H: -0.5822 3.3372 0.8922  0.16
C: 0.4679 4.3402 -3.6750  -0.23
H: 2.4185 1.0856 -2.5986  0.38
H: 1.8469 2.9984 1.0388  0.15
C: -4.3672 0.9039 -0.8917  -0.19
As: 0.4769 -1.3166 3.0471  2.50
H: -1.7556 0.3594 2.3775  0.21
H: 1.8195 1.2407 1.2593  0.25
C: 4.0073 -2.7390 4.6676  -0.22
C: -4.5739 -1.7304 -1.6237  -0.23
S: 2.2808 -2.9662 0.4731  2.43
H: 3.1638 -0.1646 -1.7934  0.38
C: -3.4693 -1.3525 -0.8525  -0.12
H: 2.0147 -0.4852 -2.9219  0.41
O: 0.4786 -0.4903 1.5506  -1.19
H: -2.0820 2.1730 -0.8311  0.24
Ce: 0.2467 -1.0779 -0.6063  0.98
C: -5.4482 0.5020 -1.6655  -0.27
C: -5.5481 -0.8303 -2.0317  -0.23
H: -2.8125 -0.9373 1.8163  0.24
C: 0.9486 -3.1135 -3.4955  0.79
H: 0.4757 4.9521 -4.5710  0.19
C: 0.4488 2.7035 -1.4165  0.07
O: -0.7445 -2.5614 2.9971  -1.02
H: 5.6305 -3.8735 3.8478  0.20
H: -0.5386 2.7111 -4.6362  0.21
O: 2.9489 -4.0422 -0.1907  -0.94
H: 2.5857 1.9392 -0.1843  0.21
S: -0.9181 0.6642 -2.7546  -0.23
C: -0.6064 2.2492 0.7156  -0.20
N: -2.2828 0.4527 0.3309  -0.44
N: 0.4912 1.8926 -0.2050  -0.45
C: -0.1024 3.0806 -3.7153  -0.24
N: 2.2951 0.1668 -2.1952  -1.04
H: -4.6360 -2.7698 -1.9244  0.21
H: -4.2833 1.9442 -0.6084  0.19
O: 1.1310 -3.8125 -4.4542  -0.68
H: 1.4796 5.7957 -2.4356  0.19
H: -6.3731 -1.1728 -2.6466  0.19
C: 2.1784 -2.2450 3.1702  -0.42

Its charge is -2. The value obtained for the largest force on an atom is 3.09 eV Å⁻¹. Its expectation value of S² is 0.751. The LUMO energy (spin up / spin down) is 4.292 / 4.292 eV. Its multiplicity is 2. The highest occupied orbital energy (spin up / spin down) comes out at -1.9 / -1.9 eV. As for the energy above the lowest of the compared OMol25 structures with the same formula, charge and spin: 0.000 eV. As for the frontier orbital gap (spin up / spin down): 6.157 / 6.181 eV.

---

(3)
The following is a DFT calculation (the ωB97M-V functional and the def2-TZVPD basis) of a 2-piece molecular cluster, C2H6NP overall in a non-equilibrium geometry.

Each line ends with the natural charge from an NBO analysis.
Geometry (Å):
H: 0.1266 -1.4222 2.0766  0.23
H: 0.5626 -1.5690 0.1864  0.22
H: -1.6234 -0.4622 -0.4481  0.22
N: 0.0834 0.3591 0.7401  -0.18
H: 1.6823 2.2229 -1.3289  -0.05
H: 0.6111 1.5429 -2.6270  -0.06
P: 1.3984 0.8938 -1.6581  0.09
C: 0.1168 -1.0288 1.0490  -0.34
C: -1.1722 -0.3682 0.5544  -0.36
H: -1.7858 -0.1683 1.4555  0.22

The value obtained for the largest force on an atom is 2.40 eV Å⁻¹. Its expectation value of S² is 2.007. The LUMO energy (spin up / spin down) is 1.150 / -1.342 eV. Its multiplicity is 3. The highest occupied orbital energy (spin up / spin down) comes out at -8.0 / -9.9 eV. As for the energy above the lowest of the compared OMol25 structures with the same formula, charge and spin: 0.898 eV. As for the frontier orbital gap (spin up / spin down): 9.124 / 8.544 eV.

---

(4)
The following is a DFT calculation (the ωB97M-V functional and the def2-TZVPD basis) of one molecule with the formula C4H10N2O in a non-equilibrium geometry.

Each line ends with the natural charge from an NBO analysis.
Geometry (Å):
H: 0.5432 -2.3640 -2.0403  0.21
H: -1.2922 -0.6172 -1.1647  0.22
C: -0.2546 -0.5064 -0.9634  -0.42
H: 1.4640 1.8216 -0.4927  0.39
O: -0.8613 1.9279 1.5706  -0.60
C: -0.1218 -0.0227 0.4432  -0.14
H: 0.8593 3.1974 0.3227  0.40
H: 0.8869 -0.3209 0.9550  0.21
H: 1.5523 -1.6260 -0.8152  0.19
N: 0.6947 2.2885 -0.0617  -0.83
H: 0.1336 -2.3818 -0.2541  0.22
C: 0.5321 -1.8187 -1.0938  -0.61
H: -0.8783 -0.6266 2.2548  0.36
H: -1.9488 0.0310 1.2110  0.37
H: 0.1503 0.1267 -1.7497  0.20
C: -0.2758 1.5402 0.5829  0.66
N: -1.1836 -0.6490 1.2953  -0.82

Its SMILES is CC[C@H](N)C(N)=O. The value obtained for the largest force on an atom is 3.99 eV Å⁻¹. The LUMO energy is 0.723 eV. The highest occupied orbital energy comes out at -9.6 eV. As for the energy above the lowest of the compared OMol25 structures with the same formula, charge and spin: 1.293 eV. As for the frontier orbital gap: 10.312 eV.

---

(5)
The following is a DFT calculation (the ωB97M-V functional and the def2-TZVPD basis) of H26HeO13 as an isolated structure in a non-equilibrium geometry.

Each line ends with the natural charge from an NBO analysis.
Geometry (Å):
H: 0.4361 -1.3608 2.3619  0.48
H: -2.0390 -1.1110 3.3082  0.50
H: 1.4162 2.8455 0.4167  0.48
O: 1.6502 2.8657 1.3447  -0.98
H: -2.5834 0.9657 0.2771  0.49
O: 0.5518 1.3527 3.4740  -0.96
H: -1.5592 0.5232 -4.4641  0.46
H: 1.6491 -1.9779 3.0250  0.47
H: -0.5851 2.2293 -0.7010  0.50
H: 0.6470 0.4729 3.1092  0.48
H: 4.3458 -1.4363 -1.7727  0.46
H: -3.7804 -0.8391 0.2260  0.48
O: 2.2715 1.2109 -2.5425  -0.96
O: 1.3926 -1.3246 2.3741  -0.94
O: -3.5960 -0.2465 0.9547  -0.95
H: 3.1974 -1.1007 -0.8450  0.50
H: -2.2946 -1.9990 -2.1321  0.49
O: -0.6267 0.3072 -4.4719  -0.93
O: 0.2065 2.6464 -1.0409  -0.99
H: 1.0318 1.3226 4.3017  0.47
H: -0.8912 -3.3208 0.9594  0.44
H: 2.3425 1.9909 -3.0928  0.48
O: 3.2202 0.6606 0.2357  -0.98
O: -2.8616 -1.8283 -1.3801  -0.96
O: -2.1791 1.7905 0.0079  -0.98
H: 2.4632 1.0510 0.6723  0.50
H: -3.5130 -2.5291 -1.4067  0.48
H: -2.8537 -0.6466 1.4076  0.48
He: -0.5059 0.1154 -0.4118  0.00
H: -2.8371 2.2108 -0.5459  0.47
H: -0.5630 -0.4996 -3.9608  0.46
H: 0.7072 1.9296 -1.4304  0.48
H: -0.9528 -2.2894 -0.1471  0.47
H: 3.3100 1.1564 -0.5781  0.47
H: 2.9729 0.6362 -2.8491  0.49
O: 3.4203 -1.6233 -1.6154  -0.97
H: -1.9453 -2.2891 2.3620  0.47
O: -0.3750 -2.9426 0.2475  -0.92
O: -1.5765 -1.4219 2.5300  -0.95
H: 0.8860 2.5033 1.7928  0.48

The value obtained for the largest force on an atom is 1.07 eV Å⁻¹. The LUMO energy is -0.545 eV. The highest occupied orbital energy comes out at -9.9 eV. As for the energy above the lowest of the compared OMol25 structures with the same formula, charge and spin: 1.853 eV. As for the frontier orbital gap: 9.400 eV.

---

(6)
The following is a DFT calculation (the ωB97M-V functional and the def2-TZVPD basis) of a 2-piece molecular cluster, C2H8N3OS overall in a non-equilibrium geometry.

Each line ends with the natural charge from an NBO analysis.
Geometry (Å):
H: -2.4300 1.9675 0.4157  0.44
H: -1.5256 0.8241 -1.5409  0.28
S: 3.9347 0.4981 -0.0168  0.82
N: 1.3033 -1.2820 0.6756  -0.20
C: -0.7053 -0.8751 -0.3951  0.21
H: 3.3161 1.7409 0.6236  0.05
H: -1.5621 0.6810 1.3429  0.37
N: 0.3079 -0.5644 0.3454  -0.25
O: 2.7459 -0.1966 -0.5894  -0.78
C: -1.7577 0.1358 -0.6219  -0.32
N: -1.9190 1.0895 0.4607  -0.88
H: 0.2450 0.3763 0.6858  0.43
H: 1.2438 -2.2916 0.3727  0.36
H: -0.4455 -1.7791 -0.9398  0.24
H: -2.7514 -0.3244 -0.8186  0.25

Its charge is +1. The value obtained for the largest force on an atom is 3.21 eV Å⁻¹. The LUMO energy (spin up / spin down) is -5.105 / -6.412 eV. The highest occupied orbital energy (spin up / spin down) comes out at -13.5 / -13.0 eV. As for the energy above the lowest of the compared OMol25 structures with the same formula, charge and spin: 5.184 eV. As for the frontier orbital gap (spin up / spin down): 8.389 / 6.551 eV.

---

- energy above the lowest of the compared OMol25 structures with the same formula, charge and spin of number 6 (C2H8N3OS)?
  5.184 eV

---

- Which of these has the highest energy above the lowest of the compared OMol25 structures with the same formula, charge and spin?
  C2H7N3O2

---

- Which of these has the highest energy above the lowest of the compared OMol25 structures with the same formula, charge and spin?
  C2H7N3O2

---

- Among the records above, which one has the highest energy above the lowest of the compared OMol25 structures with the same formula, charge and spin?
  C2H7N3O2